1.
Computed, not measured: a molecular structure, C8H9NS2W at a distorted geometry, with wB97M-V/def2-TZVPD.

Element x y z (Å)
W (-1.178, -0.033, -1.480)
S (-1.259, 1.884, -2.463)
S (1.445, 2.253, -0.513)
N (-0.111, 0.136, 0.009)
C (1.831, 1.170, 0.837)
C (0.983, -0.980, 1.750)
C (2.657, 0.323, 2.889)
C (0.996, 0.062, 0.814)
C (0.200, 1.429, -1.062)
C (2.644, 1.337, 1.949)
C (-3.800, -1.140, -2.818)
C (1.869, -0.825, 2.838)
H (0.280, -1.778, 1.601)
H (-3.128, -1.834, -3.188)
H (-3.523, -0.511, -1.868)
H (3.346, 0.404, 3.728)
H (1.881, -1.619, 3.589)
H (0.227, -0.838, -2.190)
H (3.256, 2.276, 2.013)
H (-4.896, -1.370, -2.855)
H (-3.719, -0.348, -3.579)

<S²>: 2.03
total charge: +2
2S+1: 3
highest occupied orbital energy (spin up / spin down): -0.5972 / -0.6253 hartree


2.
Computed, not measured: a molecular structure, C43H35LaN8S5 at a distorted geometry, with wB97M-V/def2-TZVPD.

Element x y z (Å)
La (-0.164, -0.610, 0.250)
S (-2.648, -0.939, -1.004)
S (-0.597, 1.400, -2.147)
S (-3.034, 2.558, 0.022)
S (1.076, -2.277, -1.748)
S (2.743, -1.475, 1.111)
N (-2.982, -2.290, 1.978)
N (0.874, 1.459, 1.744)
N (2.473, 0.559, -1.276)
N (-1.236, 2.032, 2.722)
N (-3.374, 4.907, 1.247)
N (-1.679, -0.253, 2.093)
N (-0.904, -3.168, 1.233)
N (-2.404, 4.923, -0.889)
C (-2.253, -3.141, 1.189)
C (-2.713, -1.119, 2.412)
C (-0.080, 2.356, 2.095)
C (2.399, 3.277, 1.323)
C (-3.261, 6.211, 1.271)
C (-4.790, -0.877, 3.970)
C (2.253, 1.420, -2.274)
C (-2.342, -0.702, -2.702)
C (-2.275, 6.265, -0.897)
C (-1.652, 6.891, -2.101)
C (0.146, 3.745, 1.933)
C (-2.995, -1.539, -3.622)
C (-1.543, 0.321, -3.224)
C (-4.934, 1.301, 5.017)
C (3.222, 2.310, -2.722)
C (-3.623, -0.453, 3.368)
C (-2.964, 4.201, 0.163)
C (3.637, -4.019, 0.914)
C (-2.113, -0.308, -5.482)
C (-0.939, -5.190, -0.068)
C (2.844, -3.060, 0.285)
C (0.992, 1.276, -3.065)
C (2.206, -3.324, -0.942)
C (-3.725, 6.914, 2.508)
C (-5.441, 0.021, 4.807)
C (-2.874, -1.360, -4.984)
C (3.857, -5.252, 0.332)
C (-2.706, 6.956, 0.195)
C (3.705, 0.472, -0.786)
C (4.071, -0.630, 0.174)
C (-3.111, 0.818, 3.585)
C (4.739, 1.311, -1.196)
C (2.091, 1.945, 1.444)
C (-2.983, -4.088, 0.452)
C (-1.887, 0.920, 2.764)
C (2.470, -4.581, -1.518)
C (-2.323, -5.094, -0.207)
C (-1.465, 0.533, -4.599)
C (4.486, 2.267, -2.160)
C (-0.294, -4.217, 0.657)
C (3.276, -5.518, -0.905)
C (-3.760, 1.720, 4.403)
C (1.372, 4.203, 1.530)
H (4.558, -1.423, -0.393)
H (2.864, 1.205, 1.302)
H (-3.368, 2.719, 4.547)
H (5.724, 1.205, -0.760)
H (-4.544, 6.356, 2.956)
H (1.555, 5.264, 1.409)
H (-5.472, 1.983, 5.663)
H (-3.384, -2.030, -5.666)
H (4.792, -0.263, 0.905)
H (1.989, -4.804, -2.461)
H (-1.801, 7.967, -2.094)
H (-0.891, 1.365, -4.988)
H (-0.579, 6.690, -2.112)
H (4.473, -5.990, 0.828)
H (-0.676, 4.406, 2.169)
H (-2.872, -5.819, -0.794)
H (-2.629, 8.032, 0.240)
H (-0.372, -5.988, -0.527)
H (0.976, 2.019, -3.857)
H (0.774, -4.278, 0.808)
H (-4.036, 7.935, 2.290)
H (-4.058, -3.988, 0.422)
H (5.267, 2.937, -2.495)
H (0.996, 0.273, -3.495)
H (3.405, 3.587, 1.078)
H (-3.607, -2.333, -3.215)
H (-6.360, -0.273, 5.299)
H (3.449, -6.473, -1.386)
H (-2.908, 6.950, 3.231)
H (-2.100, 4.363, -1.675)
H (-2.030, -0.143, -6.548)
H (2.987, 3.005, -3.517)
H (-2.082, 6.478, -3.015)
H (-5.176, -1.870, 3.779)
H (4.077, -3.778, 1.875)

total charge: 0
2S+1: 1
ΔE to the lowest compared entry with this formula, charge and spin: 0.0 kJ/mol
highest occupied orbital energy: -0.2525 hartree


no.,total energy (eV)
1,-33403.41336
2,-112121.20747